ORCA calculation (ωB97M-V/def2-TZVPD) on a cluster of 16 separate species, C64H128O16 in total in a non-equilibrium geometry.

gap between HOMO and LUMO = 9.596 eV
energy above the lowest of the compared OMol25 structures with the same formula, charge and spin = 84.8 kcal per mole
electronic energy = -101192.82122 eV

Last column: Mulliken charge in e.
Cartesian coordinates (Å):
C (0.096, 2.012, 4.778)  1.423
C (0.180, 1.856, 6.328)  -0.548
C (0.135, 3.339, 6.768)  -0.770
O (-0.455, 4.095, 5.778)  -0.512
C (0.124, 3.522, 4.612)  0.244
H (-0.908, 1.705, 4.503)  0.108
H (0.838, 1.503, 4.136)  -0.852
H (1.130, 1.440, 6.660)  0.169
H (-0.584, 1.276, 6.775)  0.392
H (1.173, 3.592, 6.884)  0.353
H (-0.435, 3.567, 7.688)  0.347
H (1.135, 3.899, 4.666)  0.123
H (-0.321, 3.840, 3.647)  -0.503
C (-3.168, 4.485, 1.542)  -0.048
C (-4.249, 5.257, 0.779)  -0.524
C (-3.459, 6.481, 0.233)  -0.742
O (-2.075, 6.099, 0.213)  -0.533
C (-1.845, 4.789, 0.779)  1.915
H (-3.380, 3.404, 1.515)  -0.225
H (-3.036, 4.758, 2.572)  0.560
H (-5.049, 5.706, 1.468)  0.298
H (-4.592, 4.691, -0.047)  0.183
H (-3.490, 7.288, 0.892)  0.399
H (-3.877, 6.682, -0.750)  0.312
H (-0.944, 4.693, 1.424)  -1.137
H (-1.649, 4.182, -0.053)  -0.427
C (-2.474, -3.795, 0.449)  0.152
C (-2.184, -3.500, 1.955)  1.263
C (-3.187, -4.420, 2.689)  -0.660
O (-4.107, -4.889, 1.700)  -0.550
C (-3.901, -4.148, 0.479)  -0.004
H (-1.959, -4.725, 0.153)  0.264
H (-2.200, -2.945, -0.233)  -0.172
H (-2.354, -2.442, 2.320)  -0.642
H (-1.113, -3.723, 2.149)  -0.330
H (-3.766, -3.786, 3.413)  0.109
H (-2.746, -5.245, 3.232)  0.347
H (-4.396, -3.183, 0.478)  -0.054
H (-4.416, -4.719, -0.327)  0.276
C (0.025, -0.876, -6.376)  -0.710
C (-0.362, -1.725, -5.203)  0.410
C (-0.662, -0.669, -4.073)  1.980
O (-0.240, 0.597, -4.583)  0.013
C (0.650, 0.304, -5.657)  -0.596
H (-0.783, -0.530, -7.016)  0.072
H (0.678, -1.440, -7.021)  0.477
H (0.439, -2.387, -4.935)  0.257
H (-1.209, -2.424, -5.390)  -0.440
H (-0.023, -0.953, -3.225)  -0.897
H (-1.735, -0.635, -3.888)  -1.086
H (1.629, -0.008, -5.222)  0.178
H (0.733, 1.212, -6.328)  0.387
C (0.818, 4.350, -1.934)  1.314
C (0.299, 3.684, -3.147)  -0.052
C (1.557, 2.981, -3.730)  0.369
O (2.651, 3.675, -3.166)  -0.475
C (2.249, 4.733, -2.322)  -0.790
H (0.829, 3.691, -1.099)  -0.820
H (0.345, 5.276, -1.561)  0.503
H (-0.005, 4.392, -3.925)  0.241
H (-0.451, 2.982, -2.826)  -0.492
H (1.659, 3.044, -4.835)  0.099
H (1.571, 1.964, -3.434)  -0.326
H (2.330, 5.680, -2.844)  0.272
H (2.930, 4.833, -1.478)  0.237
C (5.588, 0.823, 4.176)  -0.630
C (5.500, 0.438, 2.724)  -0.671
C (4.076, -0.073, 2.538)  1.110
O (3.388, 0.503, 3.630)  0.403
C (4.206, 1.372, 4.333)  0.370
H (6.400, 1.532, 4.370)  0.488
H (5.753, -0.042, 4.825)  0.244
H (6.259, -0.260, 2.315)  0.495
H (5.589, 1.354, 2.158)  0.115
H (3.991, -1.143, 2.579)  -0.664
H (3.725, 0.275, 1.593)  -0.375
H (3.810, 1.422, 5.383)  0.235
H (4.099, 2.422, 4.001)  -0.785
C (5.513, -0.518, -2.222)  -0.324
C (5.661, 0.954, -2.657)  -1.103
C (4.866, 1.639, -1.546)  -0.167
O (3.836, 0.716, -1.171)  0.692
C (4.514, -0.491, -1.042)  -0.142
H (6.504, -0.853, -1.804)  0.432
H (5.117, -1.191, -2.991)  0.130
H (5.120, 1.231, -3.597)  0.247
H (6.672, 1.218, -2.655)  0.370
H (4.457, 2.589, -1.933)  -0.021
H (5.602, 1.788, -0.689)  0.243
H (3.865, -1.341, -0.975)  -0.180
H (5.141, -0.368, -0.166)  -0.231
C (1.703, -5.201, -2.626)  -0.641
C (0.939, -3.837, -2.320)  0.814
C (1.956, -2.757, -2.303)  1.425
O (3.220, -3.427, -2.112)  -0.483
C (3.177, -4.623, -2.857)  -0.673
H (1.323, -5.641, -3.509)  0.410
H (1.755, -5.798, -1.716)  0.327
H (0.379, -3.895, -1.401)  -0.022
H (0.095, -3.565, -2.975)  -0.541
H (1.972, -2.121, -1.426)  -1.216
H (1.963, -2.168, -3.223)  -0.121
H (3.963, -5.321, -2.501)  0.361
H (3.371, -4.422, -3.909)  0.366
C (-4.689, -3.291, -5.262)  -0.657
C (-3.764, -4.525, -5.256)  -0.747
C (-3.278, -4.480, -3.845)  -0.471
O (-3.543, -3.228, -3.224)  0.047
C (-4.082, -2.376, -4.249)  0.562
H (-5.671, -3.597, -4.900)  0.376
H (-4.754, -2.745, -6.221)  0.328
H (-2.909, -4.477, -5.976)  0.221
H (-4.324, -5.445, -5.492)  0.362
H (-2.275, -4.794, -3.800)  0.198
H (-3.785, -5.237, -3.183)  0.371
H (-3.313, -1.740, -4.687)  -0.585
H (-4.790, -1.709, -3.718)  0.141
C (-5.856, -1.782, 2.999)  -0.665
C (-5.918, -1.519, 4.522)  -0.633
C (-4.585, -0.748, 4.882)  -0.673
O (-3.802, -0.773, 3.675)  -0.179
C (-4.709, -0.823, 2.606)  1.072
H (-6.864, -1.537, 2.588)  0.421
H (-5.658, -2.788, 2.654)  0.218
H (-6.147, -2.466, 5.189)  0.260
H (-6.780, -0.833, 4.653)  0.251
H (-4.069, -1.370, 5.636)  0.289
H (-4.691, 0.302, 5.187)  0.354
H (-4.114, -1.183, 1.811)  -1.121
H (-5.112, 0.156, 2.388)  0.416
C (-3.093, 2.118, -5.574)  0.911
C (-4.059, 1.578, -6.579)  -0.858
C (-3.354, 1.665, -8.001)  -0.499
O (-2.199, 2.469, -7.866)  -0.461
C (-2.323, 3.114, -6.581)  -0.402
H (-2.373, 1.374, -5.177)  -0.835
H (-3.582, 2.686, -4.785)  0.350
H (-4.935, 2.227, -6.615)  0.394
H (-4.438, 0.616, -6.394)  0.317
H (-4.066, 2.073, -8.669)  0.347
H (-2.930, 0.709, -8.361)  0.280
H (-2.957, 4.086, -6.578)  0.328
H (-1.306, 3.320, -6.274)  0.115
C (2.696, 5.970, 2.460)  -0.771
C (3.575, 4.726, 2.498)  -0.675
C (2.833, 3.647, 1.665)  0.834
O (1.760, 4.282, 1.077)  0.513
C (1.967, 5.724, 1.143)  -0.493
H (3.271, 6.889, 2.495)  0.421
H (1.899, 6.021, 3.218)  0.170
H (3.800, 4.277, 3.455)  0.275
H (4.599, 5.024, 2.219)  0.437
H (2.497, 2.768, 2.221)  -0.602
H (3.516, 3.268, 0.833)  -0.624
H (0.896, 6.185, 1.138)  0.131
H (2.593, 6.115, 0.326)  0.388
C (5.070, -5.781, 2.851)  -0.567
C (4.762, -6.007, 1.305)  -0.689
C (3.994, -4.679, 1.091)  0.259
O (4.559, -3.681, 1.909)  -0.117
C (5.425, -4.297, 2.865)  -0.539
H (5.841, -6.364, 3.334)  0.438
H (4.151, -5.784, 3.480)  0.152
H (4.205, -6.922, 1.131)  0.387
H (5.694, -5.943, 0.781)  0.323
H (2.902, -4.696, 1.311)  0.098
H (4.037, -4.329, 0.087)  -0.298
H (5.409, -3.797, 3.852)  0.190
H (6.446, -4.175, 2.427)  0.329
C (-0.045, 0.192, 1.668)  0.984
C (0.540, -0.133, 0.266)  1.602
C (0.560, 1.194, -0.422)  1.078
O (-0.683, 1.750, 0.047)  0.365
C (-0.764, 1.563, 1.448)  1.261
H (0.727, 0.381, 2.423)  -0.753
H (-0.837, -0.499, 1.961)  -0.722
H (-0.213, -0.823, -0.176)  -0.608
H (1.481, -0.686, 0.292)  -0.061
H (0.413, 1.299, -1.525)  -1.249
H (1.476, 1.774, -0.195)  -0.467
H (-1.805, 1.546, 1.766)  0.538
H (-0.415, 2.439, 2.120)  -2.240
C (-3.295, 0.144, -0.868)  2.558
C (-3.894, 1.453, -1.482)  0.866
C (-5.336, 1.068, -1.846)  -0.793
O (-5.317, -0.304, -2.094)  -0.547
C (-4.514, -0.876, -1.067)  -0.028
H (-2.947, 0.244, 0.186)  -0.998
H (-2.388, -0.181, -1.429)  -0.830
H (-3.332, 1.873, -2.310)  -0.345
H (-3.813, 2.095, -0.584)  -0.562
H (-5.708, 1.601, -2.698)  0.453
H (-5.978, 1.137, -0.968)  0.376
H (-4.235, -1.934, -1.234)  -0.409
H (-5.057, -0.828, -0.101)  0.113
C (1.709, -2.560, 6.360)  -0.949
C (1.081, -1.901, 5.044)  0.786
C (1.775, -2.741, 3.929)  1.137
O (2.420, -3.848, 4.588)  -0.425
C (2.831, -3.366, 5.858)  -0.331
H (1.030, -3.160, 6.955)  0.342
H (2.103, -1.839, 6.976)  0.397
H (1.374, -0.823, 5.001)  -0.533
H (-0.019, -2.073, 5.133)  0.071
H (2.473, -2.210, 3.252)  -0.839
H (1.039, -3.208, 3.295)  -0.315
H (3.692, -2.714, 5.764)  0.187
H (3.092, -4.123, 6.645)  0.365